1.
Density functional theory data (wB97M-V/def2-TZVPD) for an isolated ion of composition C3H3N2OS and charge -1 at a distorted geometry.

Output
- LUMO (spin up / spin down): 0.14352 / 0.14352 Ha
- Energy: -19019.18502 eV
- Net charge: -1
- Spin multiplicity: 1
- Relative energy (zero: lowest compared OMol25 entry of this formula, charge and spin): 86.3 kcal/mol
- E_HOMO (spin up / spin down): -1.5 / -1.5 eV
- Orbital gap (spin up / spin down): 5.4 / 5.4 eV

```
10
Properties=species:S:1:pos:R:3:nbo_charge:R:1
C -0.496 -1.254 0.101 0.03
C -2.615 -0.093 0.272 0.06
C 0.897 0.707 0.024 0.24
N -1.645 -0.720 -0.117 -0.43
N 2.162 1.170 0.141 -0.87
O 0.797 -0.630 -0.120 -0.54
S -4.016 0.603 -0.113 -0.37
H -0.246 -2.380 -0.011 0.13
H 2.211 2.041 -0.409 0.40
H 2.950 0.555 0.232 0.35
```



2.
Density functional theory data (wB97M-V/def2-TZVPD) for C8H24BKO4 as an isolated structure at a distorted geometry.

Output
- LUMO: 0.00138 Ha
- Energy: -33869.18284 eV
- Spin multiplicity: 1
- Relative energy (zero: lowest compared OMol25 entry of this formula, charge and spin): 114.1 kcal/mol
- E_HOMO: -8.1 eV
- Orbital gap: 8.1 eV

```
38
Properties=species:S:1:pos:R:3:lowdin_charge:R:1
K 25.460 -19.098 -16.714 0.91
B 25.810 -16.875 -16.498 -0.50
H 26.417 -16.034 -16.202 -0.05
H 25.458 -17.387 -15.616 -0.08
H 25.031 -16.601 -17.192 -0.07
H 26.463 -17.494 -17.094 -0.09
C 23.152 -20.791 -14.839 -0.07
O 23.315 -19.813 -15.856 -0.27
C 22.237 -19.627 -16.752 -0.18
C 22.577 -18.443 -17.664 -0.17
O 23.795 -18.749 -18.334 -0.30
C 24.089 -17.680 -19.211 -0.12
H 22.951 -21.763 -15.291 0.09
H 22.281 -20.652 -14.198 0.09
H 24.079 -20.917 -14.281 0.07
H 21.240 -19.572 -16.315 0.13
H 22.129 -20.469 -17.435 0.13
H 22.992 -17.715 -16.967 0.13
H 21.744 -18.119 -18.287 0.14
H 23.390 -17.531 -20.034 0.10
H 25.017 -17.902 -19.739 0.06
H 24.204 -16.744 -18.666 0.08
C 26.982 -21.205 -14.764 -0.11
O 26.622 -20.799 -16.020 -0.37
C 27.674 -21.092 -16.954 -0.14
C 26.952 -21.464 -18.291 -0.11
O 26.318 -20.200 -18.788 -0.30
C 25.925 -20.112 -20.181 -0.06
H 26.166 -21.047 -14.058 0.09
H 27.705 -20.421 -14.538 0.11
H 27.445 -22.185 -14.650 0.10
H 28.379 -21.893 -16.733 0.13
H 28.130 -20.119 -17.133 0.14
H 26.205 -22.250 -18.186 0.13
H 27.640 -21.802 -19.065 0.12
H 25.595 -19.100 -20.415 0.06
H 25.210 -20.916 -20.355 0.10
H 26.776 -20.316 -20.831 0.09
```



3.
Density functional theory data (wB97M-V/def2-TZVPD) for C21H28F3N8O12PtS3 as an isolated structure at a distorted geometry.

Output
- LUMO (spin up / spin down): -0.12768 / -0.22011 Ha
- Energy: -102613.19960 eV
- Net charge: +1
- Spin multiplicity: 5
- E_HOMO (spin up / spin down): -11.8 / -11.8 eV
- Orbital gap (spin up / spin down): 8.3 / 5.8 eV

```
76
Properties=species:S:1:pos:R:3:mulliken_spin:R:1
Pt 0.177 -0.286 0.055 1.73
N -2.284 1.656 -0.938 0.43
N -1.856 1.989 -2.127 0.50
C -0.556 1.406 -2.719 0.00
O -0.557 1.520 -3.913 0.12
O 0.254 0.880 -1.916 0.17
H -3.264 1.418 -0.837 -0.02
H -1.859 2.089 -0.092 0.01
H -2.559 2.050 -2.860 -0.02
C 4.080 -0.041 6.269 0.00
C 3.843 0.423 4.864 0.00
C 3.422 1.723 4.594 0.00
C 3.067 2.107 3.310 0.00
C 3.123 1.172 2.293 0.01
C 3.646 -0.095 2.517 0.00
C 4.005 -0.465 3.800 0.00
S 2.283 1.465 0.746 0.00
O 2.834 2.610 0.112 0.04
O 2.396 0.176 -0.010 0.23
O 0.831 1.554 1.101 0.17
H 3.935 0.762 6.988 0.00
H 5.083 -0.448 6.396 0.00
H 3.376 -0.840 6.508 0.00
H 3.329 2.433 5.405 0.00
H 2.703 3.106 3.115 0.00
H 3.732 -0.779 1.686 0.00
H 4.382 -1.463 3.988 0.00
N 4.384 -3.648 -1.613 0.00
C 3.215 -3.092 -1.976 0.02
C 2.384 -2.407 -1.055 -0.04
N 1.276 -1.832 -1.464 0.25
C 0.891 -1.923 -2.730 -0.01
C 1.675 -2.657 -3.613 0.02
N 2.809 -3.211 -3.238 -0.01
H 4.773 -3.494 -0.702 0.00
H 4.956 -4.063 -2.328 0.00
H 2.663 -2.325 -0.013 0.01
H -0.009 -1.421 -3.047 0.01
H 1.377 -2.794 -4.645 0.00
C -2.746 -8.432 -2.446 0.00
C -2.939 -7.883 -1.041 0.00
S -1.521 -6.841 -0.664 0.00
O -1.490 -5.701 -1.552 0.00
O -0.330 -7.641 -0.602 0.00
C -1.753 -6.223 1.054 0.00
C -2.636 -4.981 1.283 0.00
N -2.266 -3.811 0.479 0.00
C -1.199 -3.030 0.704 0.02
N -1.087 -2.108 -0.247 0.24
C -2.110 -2.287 -1.115 -0.03
C -2.852 -3.345 -0.688 -0.02
N -3.971 -3.898 -1.384 0.00
O -4.512 -4.893 -0.935 0.00
O -4.307 -3.313 -2.389 0.00
C -0.255 -3.172 1.840 0.01
H -3.577 -9.083 -2.710 0.00
H -1.817 -8.998 -2.503 0.00
H -2.701 -7.613 -3.163 0.00
H -2.940 -8.666 -0.284 0.00
H -3.822 -7.256 -0.960 0.00
H -0.728 -6.060 1.381 0.00
H -2.166 -7.068 1.602 0.00
H -2.560 -4.695 2.334 0.00
H -3.670 -5.215 1.062 0.00
H -2.258 -1.705 -2.007 0.00
H -0.778 -3.080 2.793 0.00
H 0.486 -2.377 1.778 -0.01
H 0.251 -4.136 1.809 0.00
F -0.078 1.568 4.293 0.00
C -0.575 0.482 3.743 0.00
F 0.429 -0.240 3.187 0.01
F -1.071 -0.296 4.703 0.00
S -1.933 0.809 2.492 0.01
O -3.109 0.523 3.242 0.02
O -1.671 -0.261 1.473 0.10
O -1.813 2.135 1.943 0.00
```



4.
Density functional theory data (wB97M-V/def2-TZVPD) for the molecule C15H14O5.

Output
- LUMO: 0.02431 Ha
- Energy: -26019.58308 eV
- Structure (SMILES): COC(=O)c1cc(O)c(OCc2ccccc2)c(O)c1
- Spin multiplicity: 1
- Relative energy (zero: lowest compared OMol25 entry of this formula, charge and spin): 12.9 kcal/mol
- E_HOMO: -8.6 eV
- Orbital gap: 9.3 eV

```
34
Properties=species:S:1:pos:R:3:nbo_charge:R:1
C 5.545 0.892 0.688 -0.26
O 4.312 0.206 0.529 -0.51
C 3.345 0.883 -0.105 0.78
O 3.493 2.008 -0.519 -0.60
C 2.092 0.102 -0.238 -0.13
C 1.030 0.697 -0.910 -0.27
C -0.176 0.030 -1.068 0.30
O -1.217 0.576 -1.738 -0.66
C -0.312 -1.253 -0.528 0.13
O -1.484 -1.984 -0.630 -0.53
C -2.424 -1.750 0.426 -0.10
C -2.862 -0.314 0.514 0.02
C -2.167 0.576 1.324 -0.23
C -2.529 1.911 1.366 -0.20
C -3.589 2.366 0.602 -0.21
C -4.286 1.483 -0.206 -0.21
C -3.922 0.150 -0.252 -0.21
C 0.774 -1.862 0.117 0.35
O 0.638 -3.123 0.587 -0.67
C 1.974 -1.185 0.269 -0.29
H 5.406 1.789 1.294 0.19
H 5.944 1.186 -0.285 0.19
H 6.218 0.197 1.183 0.20
H 1.161 1.694 -1.308 0.23
H -0.975 1.457 -2.049 0.49
H -3.266 -2.401 0.180 0.20
H -1.987 -2.064 1.385 0.18
H -1.336 0.224 1.920 0.22
H -1.980 2.596 1.996 0.21
H -3.871 3.408 0.635 0.21
H -5.113 1.836 -0.805 0.21
H -4.456 -0.537 -0.892 0.21
H -0.225 -3.452 0.286 0.49
H 2.795 -1.664 0.775 0.24
```



5.
Density functional theory data (wB97M-V/def2-TZVPD) for C32H42N5O7SSbTa as an isolated structure at a distorted geometry.

Output
- LUMO: -0.12213 Ha
- Energy: -74572.17405 eV
- Net charge: +1
- Spin multiplicity: 1
- Relative energy (zero: lowest compared OMol25 entry of this formula, charge and spin): 30.5 kcal/mol
- E_HOMO: -10.2 eV
- Orbital gap: 6.9 eV

```
89
Properties=species:S:1:pos:R:3:lowdin_charge:R:1
Ta 0.588 -0.579 0.184 1.86
C 1.295 -1.951 4.240 -0.03
O 0.232 -1.149 4.775 -0.08
C 0.165 0.148 4.391 -0.24
C -0.161 1.093 5.355 0.03
C -0.277 2.444 5.048 -0.05
C -0.032 2.885 3.763 -0.02
C 0.274 1.951 2.770 -0.14
C 0.666 2.390 1.456 -0.01
N 0.901 1.630 0.437 -0.07
N 1.532 2.317 -0.608 0.10
C 1.784 1.483 -1.559 -0.47
O 1.436 0.221 -1.467 -0.23
C 2.632 1.872 -2.699 -0.18
C 2.950 0.924 -3.666 -0.02
C 3.793 1.263 -4.714 -0.07
C 4.313 2.546 -4.796 -0.07
C 3.987 3.496 -3.835 -0.06
C 3.149 3.163 -2.786 -0.02
C 0.328 0.589 3.075 -0.23
O 0.516 -0.274 2.067 -0.29
H 1.335 -2.837 4.867 0.10
H 2.243 -1.415 4.310 0.11
H 1.110 -2.234 3.206 0.06
H -0.316 0.737 6.365 0.13
H -0.532 3.149 5.827 0.11
H -0.066 3.938 3.518 0.12
H 0.874 3.448 1.317 0.14
H 2.533 -0.072 -3.593 0.12
H 4.040 0.528 -5.468 0.11
H 4.971 2.811 -5.613 0.11
H 4.384 4.500 -3.909 0.11
H 2.891 3.892 -2.030 0.11
O 2.076 -4.246 -0.154 0.15
C 2.226 -3.072 0.003 -0.50
O 1.384 -2.291 0.705 -0.28
C 3.378 -2.261 -0.517 -0.19
C 4.338 -2.834 -1.330 0.03
C 5.359 -2.020 -1.798 -0.03
C 5.371 -0.686 -1.426 -0.03
C 4.361 -0.207 -0.605 -0.11
N 3.377 -0.979 -0.153 0.09
H 4.265 -3.883 -1.580 0.13
H 6.128 -2.419 -2.446 0.12
H 6.146 -0.014 -1.768 0.12
H 4.342 0.833 -0.301 0.12
C -2.930 -1.238 3.582 -0.16
C -2.229 -2.445 2.967 -0.38
Sb -1.707 -2.165 0.931 1.57
C -1.522 -4.125 0.142 -0.38
C -2.273 -5.208 0.909 -0.17
C -3.589 -1.493 0.201 -0.39
C -4.696 -2.536 0.303 -0.17
H -3.195 -1.445 4.620 0.09
H -3.854 -0.992 3.057 0.06
H -2.299 -0.349 3.581 0.06
H -2.878 -3.322 2.986 0.05
H -1.321 -2.693 3.516 0.04
H -0.451 -4.326 0.119 0.04
H -1.853 -4.053 -0.896 0.06
H -1.895 -5.314 1.927 0.07
H -2.139 -6.172 0.416 0.08
H -3.345 -5.020 0.971 0.05
H -3.444 -1.154 -0.824 0.03
H -3.828 -0.600 0.783 0.05
H -4.498 -3.393 -0.342 0.07
H -5.657 -2.116 -0.001 0.08
H -4.818 -2.909 1.322 0.07
C -4.255 2.912 -1.098 -0.08
N -3.193 2.564 -2.014 -0.06
C -1.987 3.167 -2.093 -0.85
S -0.824 2.654 -3.182 0.68
N -1.788 4.187 -1.228 -0.05
C -0.615 5.045 -1.273 -0.11
H -5.124 2.301 -1.329 0.09
H -4.558 3.957 -1.209 0.09
H -3.977 2.732 -0.055 0.09
H -3.301 1.775 -2.624 0.11
H -2.584 4.534 -0.720 0.11
H 0.266 4.432 -1.440 0.03
H -0.529 5.558 -0.315 0.08
H -0.687 5.785 -2.072 0.09
C -1.560 -1.104 -3.235 0.04
C -0.845 -0.988 -1.943 -0.69
O -0.001 -1.848 -1.533 -0.13
O -1.062 -0.021 -1.139 -0.19
H -1.005 -1.745 -3.916 0.10
H -1.689 -0.105 -3.653 0.05
H -2.541 -1.552 -3.058 0.10
```



6.
Density functional theory data (wB97M-V/def2-TZVPD) for Br2S2 as an isolated structure at a distorted geometry.

Output
- LUMO: -0.03929 Ha
- Energy: -161755.23695 eV
- Spin multiplicity: 1
- Relative energy (zero: lowest compared OMol25 entry of this formula, charge and spin): 7.3 kcal/mol
- E_HOMO: -9.4 eV
- Orbital gap: 8.3 eV

```
4
Properties=species:S:1:pos:R:3:nbo_charge:R:1
Br 1.175 0.814 1.582 -0.05
Br 0.201 -1.108 -2.023 -0.08
S -0.626 1.179 0.410 0.07
S -0.750 -0.885 0.030 0.06
```